# 1
12
Properties=species:S:1:pos:R:3:forces:R:3:mulliken_charge:R:1 method="wB97M-V/def2-TZVPD" e_above_lowest_kcal_mol=37.4 e_tot_ev=-39430.080 homo_energy_ev=-9.0 gap_ev=8.81 e_lumo_ev=-0.196 charge=0
C -1.81535 0.85381 2.59126 -0.2991 -0.8576 0.8317 0.09
C 0.42452 -0.50266 -0.67948 -0.9780 1.9150 -1.2101 -0.81
C -1.02038 -0.93378 -0.54924 1.0672 -1.3067 -1.3441 0.09
O -1.46315 -1.64378 0.30815 -0.0831 0.3255 0.3923 -0.39
S -2.65578 -0.42685 3.00859 0.6800 1.4153 -0.6486 0.09
S -1.72584 1.82121 1.24064 -0.8936 -0.3615 -0.2357 -0.11
Cl -4.12708 -0.86740 1.55708 -0.2868 -0.2237 -0.0572 -0.26
H 0.76939 -0.88472 -1.67525 -0.0632 0.1375 0.9489 0.32
H 1.03501 -0.78741 0.15491 0.3268 -0.1489 0.2713 0.28
H 0.38333 0.63687 -0.81213 0.3565 -1.4465 0.2848 0.26
H -1.56691 -0.78297 -1.51428 -0.3749 0.4234 0.5188 0.29
H -1.11920 2.88123 1.76282 0.5481 0.1281 0.2479 0.16

# 2
13
Properties=species:S:1:pos:R:3:forces:R:3:mulliken_charge:R:1 method="wB97M-V/def2-TZVPD" e_above_lowest_kcal_mol=4.6 e_tot_ev=-23006.123 homo_energy_ev=-9.1 gap_ev=9.82 e_lumo_ev=0.731 charge=0
C -1.66345 -0.20388 0.88075 -0.8169 0.4409 0.6093 -0.40
C -0.50382 0.50468 0.39144 2.4196 -0.3175 -0.4976 0.36
C 0.70784 -0.05038 0.37002 0.4503 0.0970 -0.0775 -0.42
C 3.06499 -0.05128 -0.21424 1.1999 -0.2007 -0.4520 0.11
H -2.26085 0.40575 1.56050 -0.0373 -0.0629 -0.0474 0.32
H -1.37168 -1.11586 1.38565 0.1795 0.0043 0.0748 0.27
H 0.92259 -1.03266 0.72201 -0.3143 -0.5591 0.3508 0.34
H 1.76498 1.53486 -0.41980 0.3080 -0.8212 0.3886 0.26
H 3.95002 0.65014 -0.46220 -1.2826 -0.8211 0.2724 0.28
N 1.86894 0.56232 -0.09553 -1.0865 2.3885 -0.4852 -0.12
O 3.18536 -1.24695 -0.08326 0.4239 0.0991 0.1882 -0.54
F -0.61614 1.71541 -0.20758 -0.6189 0.0645 0.3415 -0.28
Cl -2.68580 -0.64920 -0.47947 -0.8247 -0.3119 -0.6657 -0.18

# 3
17
Properties=species:S:1:pos:R:3:forces:R:3:mulliken_charge:R:1 method="wB97M-V/def2-TZVPD" e_above_lowest_kcal_mol=6.0 e_tot_ev=-9432.631 homo_energy_ev=-3.8 gap_ev=7.83 e_lumo_ev=4.068 charge=-1
C -0.16147 -0.01467 -0.45423 -0.0100 0.0070 0.2882 -0.56
O 0.64607 0.95361 0.06584 -0.1163 -0.0545 0.1311 -0.94
C -1.15542 -0.61441 0.56169 -0.6917 -0.7764 -0.8563 -0.29
C -1.67945 -2.02979 0.20480 -0.3507 0.5849 0.4259 -1.09
H 0.40191 -0.89303 -0.85742 0.0608 0.1514 -0.0863 0.19
H -0.78184 0.37385 -1.28927 0.0364 -0.1342 -0.2163 0.30
H -2.05549 -0.00523 0.60152 0.0087 0.4684 0.2752 0.19
H -0.74317 -0.66069 1.55418 0.5255 0.2016 0.3662 0.33
H -2.05768 -2.46917 1.13342 0.0654 -0.3313 -0.1845 0.30
H -0.94778 -2.67696 -0.25810 0.4482 -0.1901 0.0978 0.34
H -2.52478 -1.99410 -0.47936 -0.1124 0.1047 -0.1889 0.27
H 2.99946 1.21229 1.06770 0.1304 -0.3551 0.2782 0.28
H 1.80143 0.36310 1.08265 0.3433 0.2233 0.0025 0.44
O 2.72672 0.39055 1.50779 -0.2860 0.3016 -0.3096 -0.77
H 1.34751 2.50966 -2.21374 0.0356 -0.0057 -0.0109 0.27
H 0.96832 2.45481 -0.75928 -0.1311 -0.5313 0.1212 0.43
O 1.21564 3.10020 -1.46817 0.0438 0.3357 -0.1334 -0.70

# 4
58
Properties=species:S:1:pos:R:3:forces:R:3:lowdin_spin:R:1 method="wB97M-V/def2-TZVPD" e_above_lowest_kcal_mol=0.0 e_tot_ev=-85643.505 homo_energy_ev="-10.1 / -10.9" gap_ev="6.24 / 6.92" e_lumo_ev="-3.903 / -4.019" multiplicity=4 s_squared=3.77 charge=+1
V -0.67386 1.05722 0.21909 0.3666 -0.7961 -0.1950 2.59
O -2.37664 3.87442 -2.39416 0.0082 -0.0112 -0.0371 0.02
C -1.84026 3.12968 -1.45273 -0.0587 0.0271 0.0187 0.03
O -1.32044 2.04108 -1.65444 0.0341 -0.0283 0.0165 0.02
C -1.91067 3.69391 -0.08210 -0.0911 0.1005 -0.0668 0.05
C -2.56859 4.85446 0.28755 -0.0048 -0.0266 -0.0776 -0.01
C -2.60205 5.18472 1.63432 0.0041 0.0167 0.0063 0.05
C -1.99302 4.34294 2.55596 0.0485 -0.0746 0.0224 -0.01
C -1.34787 3.20414 2.10000 -0.0822 0.0664 0.1129 0.05
N -1.29843 2.90336 0.79997 -0.0380 0.2621 0.1193 0.02
C -0.66611 2.15250 2.91788 -0.0189 0.0514 0.0453 0.02
O -0.56463 2.27752 4.22567 0.0015 0.0026 0.0220 0.01
O -0.18136 1.18392 2.36443 0.0069 -0.0595 -0.1098 0.02
H -2.31800 3.41407 -3.24775 -0.0054 0.0120 0.0218 0.00
H -3.05142 5.46770 -0.46018 0.0028 -0.0081 0.0125 0.00
H -3.11094 6.07860 1.96647 0.0016 -0.0122 -0.0037 0.00
H -2.04353 4.58535 3.60992 0.0008 -0.0028 -0.0098 0.00
H -0.99217 3.07503 4.56279 -0.0011 -0.0115 -0.0046 0.00
O -4.10287 -1.07168 1.16477 0.0382 0.0339 -0.0595 0.01
C -3.07865 -0.75544 0.60412 0.0433 -0.1767 0.1524 0.01
O -2.49233 0.40357 0.71021 -0.0564 0.2419 -0.0490 0.04
C -2.36671 -1.76712 -0.31814 -0.0971 0.0326 -0.0157 0.00
P -0.57546 -1.45796 -0.32570 0.0069 0.2965 0.0777 0.01
C 0.12290 -2.35520 1.08234 0.0366 -0.0301 -0.0252 0.00
C 1.51304 -2.44801 1.18629 0.0002 0.0293 0.0173 0.00
C 2.09381 -3.04310 2.29277 0.0172 0.0051 0.0156 0.00
C 1.29228 -3.53630 3.31561 0.0009 -0.0155 0.0082 0.00
C -0.08678 -3.43561 3.22435 0.0010 -0.0051 0.0044 0.00
C -0.67423 -2.84848 2.11070 -0.0238 0.0264 -0.0066 0.00
C 0.09279 -2.23563 -1.82256 0.0078 -0.0361 -0.0214 0.00
C -0.06444 -1.54763 -3.02694 0.0026 0.0043 0.0400 0.00
C 0.40184 -2.08952 -4.21382 0.0005 0.0110 -0.0048 0.00
C 1.04385 -3.32021 -4.20495 0.0206 -0.0120 -0.0255 0.00
C 1.20727 -4.00898 -3.01219 0.0041 -0.0183 0.0099 0.00
C 0.73116 -3.47319 -1.82356 -0.0355 0.0137 -0.0282 0.00
H -2.71196 -1.57287 -1.33706 0.0096 0.0183 -0.0384 0.00
H -2.65209 -2.78729 -0.07019 0.0061 -0.0209 0.0309 0.00
H 2.14202 -2.06800 0.38717 0.0007 0.0056 0.0145 0.00
H 3.17144 -3.12511 2.35969 -0.0167 -0.0008 -0.0043 0.00
H 1.74550 -4.00169 4.18119 -0.0057 0.0075 -0.0070 0.00
H -0.71341 -3.81798 4.01944 0.0048 0.0037 -0.0094 0.00
H -1.75363 -2.77305 2.05895 -0.0008 -0.0015 -0.0019 0.00
H -0.57038 -0.58706 -3.03599 0.0078 0.0230 0.0042 0.00
H 0.26880 -1.55226 -5.14393 0.0009 -0.0005 0.0087 0.00
H 1.41524 -3.74339 -5.12953 -0.0078 0.0074 0.0179 0.00
H 1.70116 -4.97233 -3.00600 -0.0103 0.0188 0.0016 0.00
H 0.85365 -4.02154 -0.89897 0.0016 -0.0138 0.0000 0.00
I 3.48430 0.96405 -4.07138 -0.0104 -0.0059 0.0112 0.00
C 3.09020 1.03267 -2.03464 0.0134 -0.0064 0.0339 0.00
C 4.10413 0.91510 -1.09393 -0.0187 0.0097 -0.0094 0.01
C 3.76767 0.96311 0.24918 -0.0132 0.0109 -0.0106 0.00
C 2.44064 1.11666 0.60799 0.0112 -0.0648 0.0132 0.01
N 1.46190 1.22354 -0.29799 -0.1323 0.1377 -0.0105 0.01
C 1.78752 1.19055 -1.59571 0.0314 -0.0010 -0.0262 0.02
H 5.13293 0.79060 -1.40360 -0.0016 -0.0063 0.0014 0.00
H 4.52553 0.87612 1.01477 -0.0018 0.0009 0.0011 0.00
H 2.13765 1.13305 1.64594 0.0022 -0.0076 0.0107 0.00
H 0.97368 1.28695 -2.30135 -0.0125 -0.0226 -0.0143 0.00

# 5
99
Properties=species:S:1:pos:R:3:forces:R:3:lowdin_spin:R:1 method="wB97M-V/def2-TZVPD" e_above_lowest_kcal_mol=5.4 e_tot_ev=-108891.394 homo_energy_ev="-12.9 / -12.9" gap_ev="7.74 / 6.62" e_lumo_ev="-5.205 / -6.270" multiplicity=2 s_squared=0.76 charge=+2
Re 0.76724 -0.08301 0.67643 0.3345 0.2014 0.0474 0.80
N -0.99309 -2.09726 3.15955 0.0945 -0.0698 0.0310 0.01
C -0.15480 -1.16491 3.60667 -0.0970 -0.0004 0.0357 0.01
N 0.51868 -0.30428 2.85042 0.0675 0.0510 -0.1283 0.00
C 1.21353 0.60745 3.64795 -0.0065 -0.0264 0.0481 0.00
C 1.08432 0.43238 4.97489 -0.0043 -0.0019 -0.0047 0.00
S 0.05288 -0.91000 5.30538 0.0139 0.0191 -0.0279 0.00
C 2.08103 1.54220 2.95075 -0.0029 -0.0226 0.0050 0.00
C 2.87507 2.49496 3.47303 -0.0324 -0.0084 0.0239 0.00
S 3.88754 3.16020 2.25066 0.0140 0.0067 -0.0155 0.00
C 3.17401 2.10703 1.08505 -0.0255 0.0482 0.0621 0.00
N 2.20673 1.35074 1.57778 0.0061 -0.0424 -0.1114 0.00
N 3.56221 2.12355 -0.19796 0.0196 -0.0433 -0.0201 0.00
H -1.19650 -2.14776 2.16785 -0.0242 0.0229 -0.0182 0.00
H -1.40875 -2.75871 3.79232 -0.0173 0.0181 0.0012 0.00
H 1.57583 0.96450 5.77134 0.0042 0.0015 0.0063 0.00
H 2.96658 2.80233 4.50080 -0.0028 0.0154 0.0014 0.00
H 4.37095 2.66816 -0.45006 -0.0084 -0.0051 -0.0057 0.00
H 3.39947 1.28550 -0.74073 -0.0288 0.0450 -0.0039 0.00
O 3.25796 -2.61963 -0.66622 0.1064 -0.0578 0.0104 0.00
C 3.04009 -1.45078 -0.82799 -0.2476 0.0939 -0.1215 0.01
O 2.61161 -0.62957 0.14123 0.0357 -0.0018 0.1297 0.08
C 3.29758 -0.71264 -2.10440 0.0086 -0.0323 0.0837 0.00
C 4.44542 -1.00966 -2.82671 0.0411 0.0190 -0.0222 0.00
C 4.76123 -0.26726 -3.95551 -0.0297 0.0151 0.0135 0.00
C 3.92315 0.76206 -4.36516 0.0202 -0.0288 0.0214 0.00
C 2.75279 1.03237 -3.66874 0.0286 0.0120 -0.0327 0.00
C 2.42780 0.29826 -2.53237 -0.0806 0.0325 -0.0073 0.00
P 0.75525 0.41557 -1.80414 0.0371 -0.0203 -0.0286 -0.01
C 0.19225 2.09014 -2.24925 -0.0232 0.0084 -0.0785 0.00
C 0.57920 3.17713 -1.46452 0.0156 0.0039 0.0141 0.00
C 0.21004 4.46634 -1.81304 0.0165 -0.0035 0.0195 0.00
C -0.55454 4.68925 -2.95115 -0.0070 -0.0154 -0.0200 0.00
C -0.92590 3.61876 -3.75039 0.0149 0.0303 0.0138 0.00
C -0.54906 2.32725 -3.40810 -0.0021 -0.0212 0.0495 0.00
C -0.16455 -0.68896 -2.93789 0.0744 -0.0404 -0.0214 0.00
C -1.56120 -0.69069 -2.95872 -0.0390 0.0557 0.0246 0.00
C -2.25595 -1.54328 -3.79984 0.0048 -0.0026 -0.0089 0.00
C -1.56856 -2.41862 -4.62983 0.0071 0.0051 0.0088 0.00
C -0.18286 -2.42330 -4.62392 -0.0058 -0.0019 -0.0106 0.00
C 0.51602 -1.56144 -3.79051 -0.0091 0.0184 0.0220 0.00
H 5.08580 -1.81174 -2.48379 0.0116 0.0029 -0.0097 0.00
H 5.66158 -0.48759 -4.51253 0.0059 -0.0025 -0.0017 0.00
H 4.16988 1.34456 -5.24248 0.0030 0.0018 -0.0049 0.00
H 2.08648 1.80708 -4.02698 -0.0034 -0.0154 0.0111 0.00
H 1.19019 3.01835 -0.58707 0.0032 -0.0184 0.0049 0.00
H 0.52965 5.30238 -1.20367 0.0023 0.0063 -0.0027 0.00
H -0.84389 5.69569 -3.22258 -0.0019 0.0021 0.0007 0.00
H -1.49946 3.78625 -4.65203 -0.0053 0.0003 -0.0020 0.00
H -0.82885 1.50922 -4.05627 -0.0205 -0.0284 0.0012 0.00
H -2.12266 -0.00983 -2.33422 0.0200 -0.0023 -0.0373 0.00
H -3.33753 -1.52161 -3.80750 -0.0047 0.0015 0.0000 0.00
H -2.11215 -3.08441 -5.28657 -0.0021 -0.0047 -0.0004 0.00
H 0.36297 -3.09085 -5.27712 0.0014 0.0004 -0.0008 0.00
H 1.59582 -1.58642 -3.81656 0.0144 -0.0012 0.0003 0.00
C 0.40542 -3.53079 -0.90719 -0.0292 -0.0078 0.0015 0.00
C 0.87220 -3.33111 0.48943 0.1070 0.0246 -0.0329 0.00
O 0.93880 -2.20344 1.01966 -0.2371 0.0676 -0.0362 0.01
C 1.25115 -4.47559 1.31780 0.0135 -0.0120 0.0196 0.00
C 0.98709 -5.78163 0.89834 0.0022 0.0158 0.0067 0.00
C 1.34290 -6.85125 1.70100 0.0071 -0.0015 0.0079 0.00
C 1.97549 -6.62305 2.91533 -0.0045 -0.0001 -0.0054 0.00
C 2.25451 -5.32582 3.33398 0.0066 -0.0013 -0.0030 0.00
C 1.89168 -4.25478 2.54205 -0.0081 -0.0041 -0.0030 0.00
H 0.24289 -2.57884 -1.39959 0.0078 0.0004 -0.0190 0.00
H -0.53687 -4.08313 -0.90713 -0.0082 0.0018 0.0176 0.00
H 1.14121 -4.11878 -1.45572 -0.0011 0.0150 0.0009 0.00
H 0.50039 -5.96807 -0.04899 -0.0026 -0.0048 -0.0035 0.00
H 1.13397 -7.86177 1.37890 -0.0015 -0.0030 -0.0018 0.00
H 2.26194 -7.46104 3.53680 -0.0003 -0.0023 0.0005 0.00
H 2.76564 -5.15970 4.27238 0.0019 0.0023 0.0039 0.00
H 2.12449 -3.24201 2.84245 -0.0049 0.0017 0.0032 0.00
C -2.10166 1.54324 3.22066 0.0227 -0.0443 -0.0064 0.00
N -1.52461 2.71558 2.57862 -0.0618 0.0176 0.0111 0.00
C -1.93991 4.00207 3.14060 -0.0239 -0.0149 -0.0231 0.00
C -0.72832 2.67851 1.54405 0.2091 0.2295 -0.1922 0.00
O -0.30567 1.67883 0.91607 -0.2292 -0.4298 0.2138 0.01
H -3.18635 1.64481 3.22095 -0.0092 -0.0021 0.0029 0.00
H -1.74601 1.48429 4.25039 0.0065 -0.0126 0.0003 0.00
H -1.82810 0.65131 2.67102 0.0018 0.0031 0.0022 0.00
H -3.02809 4.05124 3.15210 0.0014 0.0091 -0.0050 0.00
H -1.55023 4.81934 2.53950 0.0198 -0.0007 0.0049 0.00
H -1.56811 4.09144 4.16064 -0.0091 -0.0019 0.0022 0.00
H -0.44180 3.66207 1.15914 0.0379 -0.0037 0.0541 0.00
O -6.62816 3.46522 0.02568 -0.0097 0.0041 -0.0165 0.00
C -6.20161 2.62014 0.98118 -0.0066 -0.0144 -0.0064 0.00
O -6.70054 2.61065 2.06821 0.0145 0.0173 -0.0034 0.00
C -5.04518 1.72607 0.63986 0.0057 -0.0384 0.0170 0.00
C -3.98355 2.14878 -0.14967 0.0125 0.0293 -0.0102 0.00
C -2.86255 1.34547 -0.31235 0.0049 0.0126 -0.0109 0.00
C -2.79435 0.10754 0.31961 -0.0337 -0.0152 0.0074 0.00
S -1.42562 -1.01216 0.17345 -0.1136 -0.0710 0.0121 0.05
C -3.89477 -0.34397 1.05336 0.0232 0.0088 0.0337 0.00
C -5.00262 0.46339 1.22523 -0.0018 0.0313 -0.0103 0.00
H -6.25720 3.23932 -0.83619 0.0039 0.0018 0.0154 0.00
H -3.99879 3.12669 -0.61827 -0.0119 0.0029 0.0005 0.00
H -2.03640 1.70865 -0.90924 -0.0033 -0.0210 0.0034 0.00
H -3.86440 -1.32183 1.51723 0.0035 -0.0052 -0.0025 0.00
H -5.83679 0.13866 1.83308 0.0030 -0.0040 0.0042 0.00